No. 1
Computed, not measured: C29H32N5O3SW as an isolated structure, with wB97M-V/def2-TZVPD.

XYZ file:
```
71
Properties=species:S:1:pos:R:3
W -0.27404 -0.01236 0.25728
C 2.61369 -4.77598 4.50838
C 1.98191 -4.05968 3.34575
C 1.50168 -4.73789 2.24624
C 0.89584 -4.11329 1.12278
C 0.52787 -5.06143 0.11203
N 0.04134 -5.03014 -1.09525
C -0.35258 -3.95349 -2.01190
C 0.57311 -3.90427 -3.23262
C 2.01692 -3.51826 -2.92467
N 2.11823 -2.13210 -2.46630
C 2.99300 -1.27057 -2.87102
C 3.16296 0.04964 -2.34599
C 4.32860 0.75249 -2.69441
C 4.66043 1.97035 -2.12442
C 5.90854 2.70958 -2.52154
C 3.78119 2.47338 -1.17201
C 2.59806 1.82064 -0.80346
C 1.71994 2.46273 0.14698
N 0.64693 1.98765 0.66315
C -0.18468 2.95764 1.42158
C -1.19346 2.28728 2.33997
C -0.55922 1.17516 3.15034
N -0.30138 -0.02642 2.34133
C 0.89580 -0.58564 2.46414
C 1.16894 -2.01764 2.30864
C 1.82143 -2.67464 3.34582
C 0.75365 -2.70175 1.16543
O 0.32038 -1.97456 0.15329
C 2.25834 0.61212 -1.41960
O 1.12467 -0.01149 -1.16739
H 3.08621 -5.70408 4.19285
H 1.85867 -5.02455 5.25611
H 3.36544 -4.15531 4.99303
H 1.61325 -5.81668 2.22899
H 0.70652 -6.08267 0.43491
H -0.09329 -5.95062 -1.49998
H -0.38161 -3.01938 -1.46811
H -1.36403 -4.17942 -2.34938
H 0.15091 -3.19701 -3.94878
H 0.57878 -4.87706 -3.72849
H 2.63396 -3.63622 -3.81368
H 2.43449 -4.16386 -2.14811
H 1.49013 -1.82667 -1.72160
H 3.68594 -1.60714 -3.63815
H 4.99962 0.30945 -3.42351
H 6.76411 2.03671 -2.56646
H 6.13838 3.50722 -1.81833
H 5.79396 3.15991 -3.50866
H 4.01366 3.41948 -0.69369
H 1.99968 3.48171 0.41958
H -0.70992 3.57986 0.69623
H 0.47136 3.60898 2.00241
H -2.04613 1.89427 1.77889
H -1.59111 3.04165 3.01792
H -1.22399 0.85969 3.95565
H 0.37306 1.52289 3.60695
H 1.65209 -0.03608 3.02708
H 2.18267 -2.10026 4.19290
O -1.37542 1.31782 -0.79255
N -2.69011 1.22177 -1.05873
C -3.28044 2.24770 -1.70758
C -4.61731 2.17639 -1.98828
C -5.33923 1.04517 -1.60102
C -4.70217 0.00945 -0.94832
C -3.34312 0.11071 -0.67716
S -2.39328 -1.09502 0.12634
H -2.63541 3.07380 -1.96697
H -5.09538 2.99665 -2.50371
H -6.39792 0.98218 -1.81384
H -5.23312 -0.87838 -0.63622
```

LUMO level (spin up / spin down) in eV: -8.7 / -9.4
2S+1: 3
Expectation value of S²: 2.01
HOMO-LUMO gap (spin up / spin down) in Ha: 0.2510 / 0.2547
Total charge: +3
E_HOMO (spin up / spin down) in eV: -15.551 / -16.333
Relative energy (zero: lowest compared OMol25 entry of this formula, charge and spin) in kcal per mole: 0.0

***

No. 2
Computed, not measured: C29H33BaN6O2S as an isolated structure at a distorted geometry, with wB97M-V/def2-TZVPD.

XYZ file:
```
72
Properties=species:S:1:pos:R:3
Ba -0.41134 0.23543 -0.10825
C -2.53328 3.44577 4.52616
C -1.97969 2.22513 5.24897
N -0.63057 1.88781 4.87188
C -0.27302 1.24255 3.71749
S -1.50786 0.45214 2.82419
N 1.02012 1.29016 3.47858
N 1.41288 0.73143 2.30346
C 2.68428 0.53263 2.19898
C 3.63863 0.75027 3.34270
C 3.25644 0.12520 0.88498
C 4.64784 0.09110 0.71117
C 5.17390 -0.23036 -0.52637
C 4.30881 -0.49731 -1.57251
C 2.94574 -0.41743 -1.32137
N 2.43209 -0.12457 -0.13886
H -3.55098 3.66553 4.85393
H -2.54982 3.26675 3.45197
H -1.91908 4.32671 4.72061
H -2.60603 1.35558 5.05078
H -1.98200 2.38920 6.33150
H 0.11864 2.43820 5.26417
H 3.08468 0.77595 4.27584
H 4.18098 1.69413 3.25090
H 4.37771 -0.05079 3.38838
H 5.31177 0.32503 1.52713
H 6.24680 -0.25945 -0.66745
H 4.66005 -0.74425 -2.56388
H 2.23616 -0.58992 -2.12444
N 0.95915 -2.31939 1.33817
C 0.07069 -3.05109 2.22585
C -1.13485 -3.55576 1.45456
N -1.91444 -2.44757 0.95720
H 1.38346 -2.94813 0.66420
H 1.69666 -1.87322 1.86778
H -0.26368 -2.35127 2.99705
H 0.54976 -3.90656 2.73239
H -1.69693 -4.24539 2.11077
H -0.80539 -4.14183 0.59053
H -2.40468 -1.96653 1.70157
H -2.55187 -2.71643 0.22105
O -1.65531 2.37701 -0.85217
C -0.73652 2.81384 -1.58025
O 0.35599 2.23105 -1.74620
C -0.97064 4.13025 -2.29755
C 0.01382 4.66875 -3.11853
C -0.20357 5.87146 -3.77159
C -1.40609 6.54323 -3.60864
C -2.39046 6.00933 -2.79134
C -2.17350 4.80716 -2.13826
H 0.94258 4.12573 -3.23058
H 0.56867 6.28358 -4.41021
H -1.57482 7.48254 -4.12114
H -3.33167 6.52954 -2.66120
H -2.92332 4.36715 -1.49447
C 0.37499 -5.53288 -3.09559
C 1.12970 -4.54180 -2.43457
C 0.54221 -3.34823 -2.11733
C -0.81058 -3.04791 -2.42386
C -1.36078 -1.77399 -2.03059
C -2.68059 -1.61339 -2.43277
C -3.43978 -2.59090 -3.11224
C -2.89735 -3.79969 -3.44307
C -1.54980 -4.05705 -3.10225
C -0.92831 -5.28843 -3.42004
H 0.82945 -6.48347 -3.35103
H 2.16784 -4.72800 -2.18360
H 1.09895 -2.57040 -1.60793
H -3.21703 -0.69085 -2.21032
H -4.47156 -2.37830 -3.37664
H -3.47130 -4.56072 -3.96129
H -1.51294 -6.04406 -3.93649
```

LUMO level in eV: 2.4
2S+1: 1
HOMO-LUMO gap in Ha: 0.2445
Total charge: -1
E_HOMO in eV: -4.275
Relative energy (zero: lowest compared OMol25 entry of this formula, charge and spin) in kcal per mole: 4.5

***

No. 3
Computed, not measured: C29H33Br58N4O4S as an isolated structure at a distorted geometry, with wB97M-V/def2-TZVPD.

XYZ file:
```
129
Properties=species:S:1:pos:R:3
C 3.33245 -2.82595 2.08724
C 3.95867 -3.42421 0.65637
O 4.40633 -4.69707 0.62175
N 3.92277 -2.47434 -0.52078
C 4.54336 -3.05860 -1.77053
C 3.95957 -4.30474 -2.66328
O 5.71610 -2.51566 -2.20092
C 2.52047 -1.95338 -0.74527
N 2.43089 -0.44042 -0.74645
C 0.96182 -0.13118 -0.93217
O 0.46712 1.26030 -0.95566
N 0.25256 1.55718 -2.24926
O 1.06080 2.43510 -2.56088
C 0.14765 -1.56409 -1.06849
C -1.46841 -1.69280 -1.31496
C -2.14134 -2.62959 -0.14959
C -3.67918 -2.11156 0.25397
Br -1.11785 -2.65193 1.58908
N 1.19289 -2.65715 -0.92028
S 0.91308 -4.38088 -0.93210
H 2.15510 -2.74917 1.95373
H 3.70728 -1.69643 2.14105
H 3.63491 -3.46377 3.02068
H 3.46030 -5.16712 -2.04821
H 3.24451 -3.82515 -3.48040
H 4.87476 -4.79027 -3.25331
H 3.27282 0.16115 -0.61196
H -1.75870 -2.03995 -2.41854
H -1.92853 -0.61002 -1.19176
H -2.28003 -3.71811 -0.61747
H -4.17187 -2.99320 0.84545
H -3.50708 -1.23020 1.02702
H -4.28514 -1.74653 -0.68181
H 1.92930 -5.09519 -0.27811
C 4.22494 -6.51376 4.63756
Br 4.51603 -4.83196 5.57092
Br 2.42999 -6.62909 3.89649
Br 5.58766 -6.83757 3.28745
H 4.31569 -7.31218 5.38141
C -1.97246 4.61656 -2.10596
Br -2.27363 4.05786 -0.26708
Br -3.19168 3.73514 -3.33920
Br -2.02802 6.55221 -2.29267
H -0.95990 4.29829 -2.37511
C 1.78607 -4.20036 -6.78666
Br 3.72730 -4.32166 -6.75143
Br 0.96850 -5.85458 -7.40265
Br 1.06515 -3.63145 -5.07165
H 1.52729 -3.42507 -7.51535
C 8.09160 -5.29098 0.59150
Br 6.42578 -4.80160 1.46893
Br 8.71183 -3.89581 -0.61395
Br 9.46241 -5.80155 1.87402
H 7.88269 -6.17380 -0.02170
C 7.15330 -6.49303 -8.17646
Br 7.44853 -4.97881 -6.99144
Br 6.04538 -6.01324 -9.70179
Br 8.82680 -7.31746 -8.72816
H 6.60029 -7.24454 -7.60336
C -2.28387 -6.23000 -9.62786
Br -3.38349 -5.73279 -8.10209
Br -1.72926 -8.09271 -9.54404
Br -3.15509 -5.80939 -11.31567
H -1.37398 -5.62287 -9.57766
C -2.56997 5.78071 3.92196
Br -3.54943 6.52948 5.42674
Br -3.24612 4.02755 3.41843
Br -2.52520 7.00150 2.40792
H -1.53498 5.64175 4.25139
C -7.07246 7.63901 6.71620
Br -7.37363 7.08031 8.55508
Br -8.29168 6.75759 5.48296
Br -7.12802 9.57466 6.52949
H -6.05990 7.32074 6.44705
C 1.50958 9.21249 -3.59938
Br 0.40997 9.70971 -2.07361
Br 2.06419 7.34978 -3.51556
Br 0.63836 9.63311 -5.28719
H 2.41947 9.81962 -3.54918
C -6.59076 -7.24472 -6.54553
Br -6.12494 -7.77781 -4.73358
Br -7.13155 -8.76569 -7.63112
Br -7.92721 -5.83113 -6.56316
H -5.68396 -6.83315 -7.00088
C -9.15325 5.01517 12.31178
Br -8.85801 6.52939 13.49681
Br -10.26116 5.49496 10.78645
Br -7.47975 4.19074 11.76008
H -9.70625 4.26366 12.88489
C 1.49769 9.67549 1.59790
Br 2.63050 11.08814 0.88691
Br 2.49818 8.44143 2.72059
Br -0.05990 10.39091 2.51808
H 1.12772 9.10113 0.74217
C 4.45247 4.88341 1.81142
Br 5.08490 6.28656 0.62165
Br 3.62067 3.42350 0.83108
Br 5.85955 4.25051 2.99642
H 3.67659 5.32652 2.44442
C 6.25247 0.42887 0.20536
Br 6.88490 1.83201 -0.98441
Br 5.42067 -1.03104 -0.77498
Br 7.65955 -0.20404 1.39036
H 5.47659 0.87198 0.83836
C -0.04753 -3.73075 5.94575
Br 0.58490 -2.32760 4.75598
Br -0.87933 -5.19066 4.96541
Br 1.35955 -4.36365 7.13075
H -0.82341 -3.28764 6.57875
C 7.54165 7.67689 3.73081
Br 8.98067 7.61481 5.03836
Br 5.79582 7.79454 4.58083
Br 7.80905 9.09580 2.42703
H 7.56700 6.72958 3.18218
C -7.22023 -2.34828 -3.04500
Br -5.51651 -3.18237 -3.47625
Br -8.33453 -3.50409 -1.94650
Br -6.98364 -0.59306 -2.24009
H -7.75090 -2.19741 -3.99086
C -6.01119 9.36026 1.70395
Br -7.42865 8.65968 2.83723
Br -4.61324 10.22485 2.74440
Br -5.29205 7.99628 0.51776
H -6.46069 10.13118 1.06940
C -7.45109 -6.97327 0.69605
Br -7.16000 -5.29147 1.62941
Br -9.24603 -7.08860 -0.04502
Br -6.08837 -7.29708 -0.65406
H -7.36033 -7.77168 1.43990
```

LUMO level in eV: -4.5
2S+1: 1
HOMO-LUMO gap in Ha: 0.2263
Total charge: +1
E_HOMO in eV: -10.686